No. 1
Here is a structure of composition C14H26CsNO3SSi in a non-equilibrium geometry from the Open Molecules 2025 dataset. Energies are from ωB97M-V/def2-TZVPD.

The geometry in XYZ format:
```
47
C14H26CsNO3SSi, DFT ωB97M-V/def2-TZVPD
Cs 0.88 0.17 -1.03
C -1.73 0.24 -3.75
O -0.36 -0.06 -3.82
C 0.32 0.55 -4.89
C 0.85 1.95 -4.57
O 1.95 1.78 -3.71
C 2.65 2.95 -3.37
C 2.14 3.61 -2.09
O 2.26 2.81 -0.94
C 3.58 2.61 -0.51
H -2.24 -0.09 -4.66
H -1.92 1.31 -3.61
H -2.13 -0.31 -2.90
H -0.33 0.59 -5.77
H 1.18 -0.09 -5.11
H 0.07 2.57 -4.12
H 1.18 2.42 -5.51
H 2.61 3.68 -4.19
H 3.69 2.65 -3.24
H 1.07 3.82 -2.19
H 2.67 4.56 -1.94
H 4.17 3.54 -0.59
H 4.09 1.83 -1.08
H 3.54 2.31 0.53
C -1.69 0.03 4.73
Si -1.09 -1.70 4.19
C -2.15 -2.98 5.14
C 0.72 -1.99 4.73
C -1.40 -2.07 2.36
C -2.24 -3.07 1.90
C -2.41 -3.28 0.53
C -1.73 -2.45 -0.33
N -0.91 -1.48 0.06
C -0.74 -1.29 1.38
S 0.32 -0.07 1.92
H -1.75 0.09 5.81
H -2.67 0.24 4.33
H -1.02 0.81 4.39
H -2.03 -2.84 6.21
H -1.85 -3.99 4.91
H -3.20 -2.86 4.91
H 0.79 -2.04 5.81
H 1.37 -1.19 4.39
H 1.11 -2.92 4.33
H -2.76 -3.70 2.61
H -3.05 -4.06 0.15
H -1.83 -2.57 -1.40
```

## Properties
* Kohn-Sham gap: 0.2363 Eh
* total charge: 0

Here are the Mulliken charges for atoms 1 to 2, given in e: Cs 1.2141; C -0.7055



No. 2
Here is the molecule C13H16N2O5 in a non-equilibrium geometry from the Open Molecules 2025 dataset. Energies are from ωB97M-V/def2-TZVPD.

The geometry in XYZ format:
```
36
C13H16N2O5, DFT ωB97M-V/def2-TZVPD
C 1.38 -0.35 0.53
C 0.77 -1.66 -0.02
C 0.42 0.87 0.91
C -0.62 0.56 1.94
C -0.47 1.29 3.13
C -1.75 -0.30 1.82
C -1.44 1.36 4.11
C -2.57 -0.47 2.99
C -2.47 0.37 4.03
C 0.00 -0.72 -2.12
C -1.02 -1.17 -3.21
C 1.28 -0.28 -2.85
C 1.15 1.20 -2.99
H 2.97 -0.36 -0.59
H 3.10 0.98 0.41
H 1.83 -0.67 1.41
H 1.00 1.72 1.21
H -0.13 1.04 -0.06
H 0.53 1.66 3.12
H -1.94 -0.87 0.94
H -1.25 1.89 5.15
H -3.32 -1.32 3.12
H -3.12 0.34 4.92
H -0.32 -2.72 -1.42
H -0.59 0.19 -1.64
H 2.09 -0.76 -2.38
H 1.33 -0.71 -3.84
H 1.93 1.14 -1.29
H -1.17 0.65 -3.92
N 2.55 0.32 -0.14
N 0.14 -1.89 -1.22
O 0.57 -2.41 0.92
O -1.31 -2.36 -3.22
O 0.55 1.76 -3.87
O 1.55 1.88 -1.90
O -1.65 -0.21 -3.95
```

## Properties
* Kohn-Sham gap: 0.3509 Eh
* SMILES: N[C@@H](Cc1ccccc1)C(=O)N[C@@H](CC(=O)O)C(=O)O
* total charge: 0

Here are the Mulliken charges for atoms 1 to 2, given in e: C 0.1538; C -0.0132



No. 3
Here is the molecule C27H35N3O3S from the Open Molecules 2025 dataset. Energies are from ωB97M-V/def2-TZVPD.

The geometry in XYZ format:
```
69
C27H35N3O3S, DFT ωB97M-V/def2-TZVPD
C 4.09 -1.31 -0.76
H 4.80 -2.12 -0.57
O 4.44 -0.80 -2.03
C 3.72 0.23 -2.54
C 4.12 0.73 -3.78
C 3.46 1.79 -4.40
C 2.38 2.40 -3.81
C 1.96 1.92 -2.57
C 2.62 0.85 -1.95
O 2.00 0.54 -0.78
C 0.94 1.38 -0.66
C 0.87 2.25 -1.70
H 0.16 3.03 -1.85
C 0.03 1.15 0.51
N -0.20 -0.28 0.73
C -0.27 -1.18 -0.30
N -0.57 -0.67 -1.52
C -0.01 -0.99 -2.77
C 1.01 -1.91 -2.91
C 1.63 -2.09 -4.13
C 1.23 -1.34 -5.22
C 0.18 -0.44 -5.11
C -0.47 -0.28 -3.89
C -1.64 0.66 -3.76
H -1.33 1.63 -3.37
H -2.11 0.82 -4.72
H -2.40 0.24 -3.09
C -0.23 0.35 -6.32
H -1.23 0.08 -6.65
H 0.46 0.17 -7.14
H -0.22 1.42 -6.10
H 1.73 -1.46 -6.17
H 2.43 -2.80 -4.22
H 1.34 -2.49 -2.06
H -1.00 0.25 -1.52
S -0.10 -2.81 -0.06
C -0.03 -0.75 2.09
H 0.93 -0.41 2.48
H -0.02 -1.84 2.05
C -1.16 -0.29 3.02
C -1.06 -1.00 4.37
N -2.19 -0.69 5.22
C -2.41 -1.69 6.25
C -3.68 -1.36 7.02
O -3.61 -0.08 7.61
C -3.37 0.90 6.62
C -2.09 0.61 5.84
H -1.97 1.38 5.08
H -1.23 0.66 6.54
H -3.30 1.85 7.15
H -4.22 0.93 5.92
H -3.84 -2.06 7.83
H -4.54 -1.40 6.32
H -2.52 -2.67 5.78
H -1.56 -1.73 6.96
H -1.06 -2.08 4.19
H -0.10 -0.74 4.85
H -2.12 -0.55 2.57
H -1.12 0.79 3.16
C -1.27 1.96 0.39
H -1.04 3.02 0.43
H -1.80 1.76 -0.53
H -1.93 1.72 1.22
H 0.55 1.50 1.41
H 1.87 3.23 -4.28
H 3.82 2.12 -5.36
H 4.96 0.26 -4.25
H 4.19 -0.54 0.01
H 3.08 -1.71 -0.75
```

## Properties
* Kohn-Sham gap: 0.3030 Eh
* SMILES: COc1cccc2cc([C@@H](C)N(CCCN3CCOCC3)C(=S)Nc3cccc(C)c3C)oc12
* total charge: 0

Here are the Mulliken charges for atoms 1 to 2, given in e: C -0.5220; H 0.3182



No. 4
Here is a structure of composition C56H41F5O2P2STeZn in a non-equilibrium geometry from the Open Molecules 2025 dataset. Energies are from ωB97M-V/def2-TZVPD.

The geometry in XYZ format:
```
109
C56H41F5O2P2STeZn, DFT ωB97M-V/def2-TZVPD
Zn -0.95 -0.48 -0.96
O 0.77 0.04 0.99
S -0.47 0.66 1.53
C 0.10 2.32 2.03
C 0.46 2.57 3.33
C 0.76 3.86 3.82
C 0.71 4.90 2.94
C 0.95 6.37 3.14
C 0.95 6.96 1.71
C 0.60 5.81 0.82
C 0.48 5.75 -0.54
C 0.21 4.50 -1.10
C 0.02 3.33 -0.37
P -0.25 1.87 -1.44
C -1.65 2.33 -2.54
C -2.44 3.46 -2.38
C -3.61 3.61 -3.11
C -3.98 2.65 -4.04
C -3.17 1.55 -4.24
C -2.02 1.38 -3.49
C 1.24 2.00 -2.51
C 1.24 1.87 -3.89
C 2.44 1.85 -4.59
C 3.65 1.98 -3.92
C 3.65 2.11 -2.54
C 2.46 2.11 -1.84
C 0.14 3.36 1.05
C 0.45 4.64 1.58
C -0.74 -0.20 3.14
C -1.39 0.44 4.17
C -1.57 -0.13 5.45
C -1.03 -1.36 5.69
C -1.03 -2.22 6.92
C -0.28 -3.51 6.50
C 0.02 -3.32 5.04
C 0.56 -4.17 4.11
C 0.55 -3.75 2.77
C 0.09 -2.52 2.35
P -0.30 -2.35 0.58
C 1.04 -3.28 -0.24
C 2.35 -3.15 0.19
C 3.37 -3.81 -0.47
C 3.08 -4.59 -1.58
C 1.78 -4.69 -2.04
C 0.76 -4.04 -1.37
C -1.73 -3.49 0.44
C -2.96 -2.85 0.28
C -4.11 -3.56 0.01
C -4.05 -4.93 -0.10
C -2.84 -5.58 0.11
C -1.69 -4.88 0.39
C -0.34 -1.56 3.31
C -0.42 -2.05 4.63
H 0.53 1.75 4.03
H 1.00 4.00 4.86
H 1.89 6.56 3.66
H 0.15 6.80 3.75
H 1.94 7.35 1.44
H 0.24 7.78 1.60
H 0.61 6.61 -1.17
H 0.17 4.42 -2.18
H -2.18 4.23 -1.67
H -4.25 4.46 -2.93
H -4.90 2.75 -4.59
H -3.44 0.79 -4.97
H -1.43 0.48 -3.61
H 0.32 1.79 -4.44
H 2.44 1.74 -5.67
H 4.58 1.97 -4.47
H 4.59 2.21 -2.02
H 2.46 2.19 -0.77
H -1.77 1.44 4.02
H -2.11 0.43 6.20
H -2.06 -2.45 7.22
H -0.55 -1.73 7.76
H -0.89 -4.41 6.65
H 0.64 -3.64 7.07
H 0.92 -5.15 4.37
H 0.89 -4.45 2.02
H 2.57 -2.53 1.05
H 4.39 -3.71 -0.13
H 3.88 -5.09 -2.11
H 1.56 -5.27 -2.92
H -0.26 -4.11 -1.74
H -3.01 -1.77 0.35
H -5.04 -3.03 -0.13
H -4.93 -5.49 -0.36
H -2.80 -6.66 0.02
H -0.76 -5.40 0.54
F -5.07 2.21 1.56
Te -3.67 1.40 0.53
F -4.15 -0.08 1.71
F -5.13 1.34 -0.73
F -2.65 1.99 2.05
F -3.36 3.22 0.07
O -2.62 0.48 -0.50
C -0.17 -1.20 -2.55
C 0.82 -1.37 -3.23
C 2.06 -1.60 -3.88
C 3.19 -1.39 -3.10
C 4.45 -1.62 -3.62
C 4.58 -2.07 -4.93
C 3.46 -2.29 -5.71
C 2.19 -2.05 -5.19
H 3.07 -1.05 -2.08
H 5.32 -1.46 -3.01
H 5.56 -2.25 -5.34
H 3.57 -2.65 -6.72
H 1.32 -2.23 -5.79
```

## Properties
* Kohn-Sham gap: 0.2680 Eh
* total charge: 0

Here are the Mulliken charges for atoms 1 to 2, given in e: Zn 0.0443; O -0.7589



No. 5
Here is the molecule C5H10O in a non-equilibrium geometry from the Open Molecules 2025 dataset. Energies are from ωB97M-V/def2-TZVPD.

The geometry in XYZ format:
```
16
C5H10O, DFT ωB97M-V/def2-TZVPD
C 1.63 -0.87 -0.18
C 0.47 -0.29 0.68
C 0.31 1.22 0.34
C -0.77 0.82 -0.70
C -1.06 -0.36 0.22
O -1.74 -1.51 -0.22
H 1.74 -1.95 -0.14
H 1.58 -0.57 -1.23
H 2.58 -0.45 0.20
H 0.69 -0.54 1.73
H -0.13 1.75 1.18
H 1.19 1.75 -0.03
H -1.64 1.46 -0.84
H -0.34 0.55 -1.67
H -1.85 0.13 0.89
H -2.66 -1.14 -0.23
```

## Properties
* Kohn-Sham gap: 0.3894 Eh
* SMILES: C[C@H]1CC[C@H]1O
* total charge: 0

Here are the Mulliken charges for atoms 1 to 2, given in e: C -1.2646; C 0.2360



No. 6
Here is a structure of composition C5H10N in a non-equilibrium geometry from the Open Molecules 2025 dataset. Energies are from ωB97M-V/def2-TZVPD.

The geometry in XYZ format:
```
16
C5H10N, DFT ωB97M-V/def2-TZVPD
C -0.06 -1.43 1.42
C 0.93 -0.80 0.80
C -1.05 -0.62 0.75
C 0.32 -0.27 -1.35
C 0.30 1.47 0.37
N 0.06 0.04 0.04
H -0.06 -2.06 2.28
H 2.07 -0.77 0.82
H -1.74 -1.44 -0.49
H -1.72 0.02 1.30
H -0.26 0.40 -2.00
H 1.45 -0.24 -1.44
H -0.22 -1.11 -1.65
H 1.39 1.70 0.12
H -0.24 2.24 -0.23
H 0.28 1.57 1.48
```

## Properties
* Kohn-Sham gap: 0.3962 Eh
* total charge: +1

Here are the Mulliken charges for atoms 1 to 2, given in e: C -0.2284; C -0.3338



No. 7
Here is a structure of composition BrClINOS in a non-equilibrium geometry from the Open Molecules 2025 dataset. Energies are from ωB97M-V/def2-TZVPD.

The geometry in XYZ format:
```
6
BrClINOS, DFT ωB97M-V/def2-TZVPD
N 0.20 -1.16 0.08
O -0.31 1.43 -1.53
S -0.70 -0.75 -1.11
Cl 1.83 -0.86 0.32
Br -0.62 -1.01 2.12
I -0.40 2.35 0.11
```

## Properties
* Kohn-Sham gap (spin up / spin down): 0.2348 / 0.2271 Eh
* total charge: 0

Here are the Mulliken charges for atoms 1 to 2, given in e: N -0.1685; O -0.5963



No. 8
Here is a structure of composition C26H35Cl5N6OPPt from the Open Molecules 2025 dataset. Energies are from ωB97M-V/def2-TZVPD.

The geometry in XYZ format:
```
75
C26H35Cl5N6OPPt, DFT ωB97M-V/def2-TZVPD
Pt 0.91 0.30 0.56
Cl 6.07 5.09 1.37
C 4.92 3.97 0.77
C 4.16 3.21 1.65
Cl 4.35 3.36 3.35
C 3.22 2.32 1.14
Cl 2.24 1.38 2.26
C 3.00 2.13 -0.22
O 2.12 1.29 -0.71
C 3.77 2.92 -1.09
Cl 3.50 2.73 -2.78
C 4.71 3.82 -0.61
Cl 5.64 4.75 -1.71
C 2.95 -2.24 0.32
N 1.98 -2.80 -0.61
C 2.52 -3.98 -1.29
C 1.74 -4.04 -2.59
N 1.21 -2.69 -2.71
C 0.55 -2.37 -3.96
C 1.22 -2.04 -1.50
N 0.59 -0.96 -1.16
C -0.26 -0.21 -2.10
C -1.49 0.36 -1.41
N -1.07 1.31 -0.40
C -1.84 2.24 0.05
N -1.35 3.31 0.76
C 0.00 3.79 0.65
C -2.41 4.21 1.19
C -3.65 3.66 0.48
N -3.20 2.37 -0.01
C -4.16 1.43 -0.55
H 3.87 -1.96 -0.20
H 3.19 -3.00 1.06
H 2.55 -1.37 0.84
H 2.40 -4.87 -0.68
H 3.59 -3.84 -1.49
H 0.93 -4.78 -2.55
H 2.37 -4.27 -3.44
H 1.01 -2.99 -4.73
H 0.70 -1.33 -4.24
H -0.52 -2.60 -3.95
H -0.64 -0.85 -2.89
H 0.33 0.60 -2.54
H -2.04 -0.48 -0.99
H -2.12 0.82 -2.18
H 0.57 3.10 0.03
H 0.48 3.87 1.63
H 0.02 4.77 0.17
H -2.18 5.23 0.87
H -2.51 4.21 2.28
H -3.98 4.31 -0.34
H -4.50 3.53 1.16
H -5.09 1.54 0.01
H -3.81 0.41 -0.42
H -4.38 1.60 -1.60
C 0.64 -1.90 3.05
P -0.36 -0.85 1.97
C -1.23 0.27 3.08
C -1.61 -1.98 1.30
C -1.18 -3.08 0.55
C -2.11 -3.94 0.00
C -3.47 -3.72 0.18
C -3.90 -2.64 0.94
C -2.97 -1.77 1.50
H 1.17 -2.65 2.45
H 0.01 -2.41 3.78
H 1.38 -1.29 3.56
H -1.83 -0.28 3.81
H -1.87 0.95 2.51
H -0.49 0.87 3.61
H -0.12 -3.25 0.40
H -1.77 -4.80 -0.58
H -4.19 -4.39 -0.25
H -4.95 -2.47 1.10
H -3.32 -0.94 2.10
```

## Properties
* Kohn-Sham gap: 0.2811 Eh
* total charge: +1

Here are the Mulliken charges for atoms 1 to 2, given in e: Pt 3.2039; Cl -0.1759



ΔE to the lowest compared entry with this formula, charge and spin, record by record: 0.374; 3.670; 0.424; 4.011; 1.677; 4.375; 1.947; 0.909 eV
DFT total energy, record by record: -1537.33906; -990.63764; -1838.00368; -5936.60689; -271.69100; -250.84453; -3859.87693; -4176.98580 a.u.